Entry 1:
A 29-piece molecular cluster, C114H173BCl8N21O13 overall at a distorted geometry. Source: the Open Molecules 2025 dataset; level of theory: the ωB97M-V functional and the def2-TZVPD basis.

XYZ file:
```
330
Properties=species:S:1:pos:R:3:mulliken_charge:R:1
C -2.096 2.007 -12.309 -1.5982
C -1.768 1.109 -11.133 -0.3188
C -0.280 1.142 -10.706 -0.3936
C -0.268 0.892 -9.277 -0.4737
N 1.133 1.057 -8.596 0.7224
C 1.105 0.643 -7.037 0.3371
C 0.693 1.914 -6.378 0.9017
C 0.910 3.103 -7.378 -0.6385
C 1.642 2.489 -8.563 -1.0127
C 2.167 0.254 -9.401 -1.1779
C 1.831 -1.273 -9.461 0.4586
C 2.912 -2.063 -10.334 -1.5646
H -3.074 1.790 -12.737 0.4425
H -1.371 1.818 -13.101 0.3562
H -2.251 3.069 -12.120 0.3802
H -1.957 0.085 -11.456 0.2105
H -2.455 1.409 -10.341 0.3819
H -0.037 2.200 -10.813 0.1664
H 0.304 0.515 -11.379 0.3257
H -0.544 -0.155 -9.154 -0.6168
H -1.023 1.477 -8.752 0.9131
H 2.166 0.493 -6.834 -0.8429
H 0.619 -0.328 -6.942 0.2809
H 1.417 2.116 -5.589 -0.3964
H -0.336 1.828 -6.029 -0.3581
H 1.537 3.882 -6.946 0.4476
H -0.026 3.493 -7.778 0.3677
H 2.712 2.451 -8.359 0.4422
H 1.460 2.970 -9.524 0.5008
H 3.101 0.214 -8.840 0.6043
H 2.375 0.684 -10.381 0.4804
H 0.905 -1.609 -9.927 0.0097
H 1.693 -1.707 -8.471 0.2788
H 3.007 -3.126 -10.109 0.3853
H 3.863 -1.572 -10.127 0.3328
H 2.851 -1.993 -11.420 0.3754
C -1.664 -2.828 -0.537 -0.6167
C -0.676 -2.888 0.558 0.5246
C 0.414 -1.716 0.688 0.7786
C -0.299 -0.356 0.758 -0.2757
N 0.555 0.750 1.513 1.2897
C -0.218 2.178 1.572 0.5899
C 0.814 3.215 1.180 -0.7855
C 1.729 2.528 0.201 1.4381
C 1.844 1.152 0.690 0.1165
C 0.924 0.369 2.977 -1.6321
C -0.142 -0.492 3.696 0.0821
C 0.340 -1.123 5.021 -0.5775
H -2.272 -3.731 -0.494 -0.0010
H -1.080 -2.944 -1.450 0.0296
H -2.244 -1.908 -0.614 -0.0814
H -0.173 -3.834 0.357 -0.4005
H -1.265 -2.999 1.469 0.2860
H 1.174 -1.751 -0.093 -0.6693
H 0.950 -1.788 1.634 0.2326
H -1.179 -0.334 1.400 -0.1606
H -0.516 0.050 -0.230 0.1693
H -0.798 2.345 2.479 0.4317
H -0.999 2.080 0.818 -1.3003
H 1.321 3.422 2.123 0.7045
H 0.397 4.121 0.739 0.0999
H 2.696 3.030 0.183 0.1049
H 1.343 2.576 -0.817 -1.0763
H 2.709 0.977 1.329 0.0830
H 1.887 0.463 -0.154 -0.4745
H 1.188 1.207 3.622 0.8237
H 1.822 -0.236 2.856 0.6991
H -0.592 -1.261 3.068 -0.3134
H -0.930 0.258 3.767 0.3641
H -0.335 -1.909 5.361 -0.0769
H 0.307 -0.380 5.819 0.3034
H 1.346 -1.529 4.918 0.0104
O -1.675 -0.882 -3.826 -0.5204
C -1.278 0.185 -3.355 0.1287
O -1.960 1.125 -2.789 -0.3074
B -1.236 2.431 -2.682 1.6050
O 0.207 1.953 -2.695 -0.3490
C 0.166 0.707 -3.187 0.1728
O 1.196 0.103 -3.557 -0.3077
O -1.573 3.134 -1.409 0.4384
C -2.152 4.285 -1.716 0.3979
O -2.682 5.134 -0.956 -0.8267
C -2.052 4.514 -3.275 0.0488
O -1.340 3.468 -3.789 -1.0562
O -2.478 5.497 -3.910 -0.6508
N 9.668 2.106 2.187 0.0812
C 9.725 1.809 3.536 -1.0392
C 8.629 0.982 3.741 -0.4276
C 7.941 0.816 2.530 0.4700
C 8.655 1.429 1.497 -1.1070
H 10.460 2.600 1.802 0.2217
H 10.508 2.212 4.161 0.4294
H 8.392 0.527 4.691 0.3632
H 7.045 0.213 2.506 0.4634
H 8.487 1.558 0.438 0.5424
N -7.801 -1.940 6.706 0.0132
C -7.074 -1.728 5.546 -0.9274
C -5.839 -2.338 5.581 0.1078
C -5.800 -2.986 6.799 -0.4359
C -6.930 -2.623 7.538 -0.7904
H -8.718 -1.589 6.942 0.1990
H -7.483 -1.121 4.752 0.4258
H -5.149 -2.445 4.757 0.6248
H -5.017 -3.710 6.966 0.3360
H -7.288 -2.820 8.538 0.4239
N 0.039 -9.133 1.029 -0.0161
C 0.380 -9.195 -0.364 -0.8028
C 0.027 -8.017 -1.005 -0.8407
C -0.584 -7.243 0.049 0.1137
C -0.546 -7.936 1.256 -1.0440
H 0.111 -9.831 1.755 0.2177
H 0.772 -10.130 -0.737 0.4309
H 0.125 -7.795 -2.057 0.4774
H -1.023 -6.277 -0.150 0.9057
H -0.738 -7.543 2.244 0.6343
N 5.187 -1.618 -7.274 0.1287
C 5.310 -0.278 -7.146 -0.9581
C 4.839 0.028 -5.856 -0.7835
C 4.109 -1.092 -5.429 0.8815
C 4.483 -2.127 -6.211 -1.0995
H 5.422 -2.149 -8.101 0.2672
H 5.882 0.344 -7.818 0.4377
H 4.846 1.004 -5.394 0.5890
H 3.599 -1.182 -4.482 0.1500
H 4.343 -3.198 -6.175 0.5051
N -2.491 2.150 9.973 0.0430
C -2.330 3.488 10.055 -0.9227
C -1.619 3.817 8.861 -0.3707
C -1.227 2.711 8.202 -0.1718
C -1.748 1.636 8.915 -0.7243
H -2.933 1.501 10.608 0.2154
H -2.812 4.013 10.866 0.4119
H -1.206 4.761 8.538 0.5333
H -0.411 2.648 7.498 0.5445
H -1.578 0.569 8.922 0.5472
N 4.168 2.060 6.392 0.1504
C 3.370 1.076 6.952 -1.2763
C 3.343 0.050 6.143 -1.3060
C 4.082 0.353 5.080 -0.1700
C 4.624 1.615 5.201 -1.5832
H 4.375 2.997 6.706 0.2394
H 2.967 1.147 7.952 0.5211
H 2.978 -0.946 6.345 1.2194
H 4.306 -0.252 4.213 1.2936
H 5.180 2.181 4.470 0.8021
N 6.020 -2.123 6.435 0.0608
C 6.694 -1.376 5.500 -0.5795
C 7.546 -2.285 4.850 0.0667
C 7.249 -3.602 5.374 -0.9577
C 6.379 -3.395 6.359 -0.5631
H 5.318 -1.664 6.999 0.2533
H 6.637 -0.298 5.538 0.3434
H 8.253 -1.998 4.086 0.5575
H 7.573 -4.540 4.948 0.4474
H 5.765 -4.046 6.964 0.4647
N -4.344 1.324 3.312 0.1664
C -3.882 0.351 2.473 -1.5944
C -3.496 1.005 1.284 -0.3518
C -3.544 2.412 1.512 0.3481
C -4.244 2.609 2.735 -1.5763
H -4.691 1.222 4.255 0.2959
H -3.761 -0.669 2.806 1.1227
H -3.011 0.544 0.437 0.6768
H -3.211 3.260 0.931 0.6068
H -4.395 3.480 3.355 0.4107
N 1.812 -5.553 2.572 0.3677
C 1.491 -5.389 3.852 -0.7152
C 2.596 -4.981 4.537 -0.8222
C 3.620 -4.858 3.626 -0.2880
C 3.129 -5.190 2.407 -1.0776
H 1.189 -5.823 1.825 0.1780
H 0.479 -5.601 4.163 0.5687
H 2.653 -4.572 5.535 0.5255
H 4.645 -4.606 3.852 0.5779
H 3.612 -5.121 1.444 0.6031
N -4.090 6.042 1.292 0.5018
C -5.378 5.514 1.209 -0.3680
C -6.025 5.968 2.298 -0.6825
C -5.205 6.816 3.048 -0.8454
C -3.990 6.914 2.333 -0.4524
H -3.292 5.845 0.705 0.3725
H -5.658 4.832 0.420 0.4583
H -7.042 5.776 2.607 0.4199
H -5.601 7.401 3.866 0.4571
H -3.019 7.365 2.478 0.3184
N -5.925 -6.588 -4.798 0.0072
C -5.298 -5.500 -5.313 -0.6026
C -4.255 -5.201 -4.462 -0.3850
C -4.422 -5.993 -3.330 -0.6758
C -5.363 -6.947 -3.628 -0.8529
H -6.651 -7.113 -5.264 0.1882
H -5.608 -4.956 -6.193 0.4612
H -3.606 -4.353 -4.629 0.7094
H -3.861 -5.990 -2.407 0.7588
H -5.701 -7.816 -3.083 0.4280
N 2.133 0.143 10.497 0.0030
C 1.131 -0.199 9.571 -0.6209
C 0.997 -1.533 9.662 0.1838
C 2.101 -2.041 10.412 -0.6172
C 2.773 -0.942 11.000 -0.7290
H 2.418 1.065 10.795 0.2271
H 0.633 0.577 9.009 0.4996
H 0.398 -2.194 9.054 0.1470
H 2.261 -3.105 10.512 0.4243
H 3.604 -0.864 11.686 0.4196
N -1.489 -5.500 7.302 0.0017
C -2.131 -5.435 6.031 -1.2256
C -2.395 -4.035 5.826 0.1374
C -1.913 -3.296 6.944 -0.6526
C -1.448 -4.259 7.807 -0.9433
H -1.270 -6.307 7.868 0.2291
H -2.297 -6.332 5.454 0.5830
H -2.802 -3.598 4.926 0.5263
H -2.031 -2.227 7.041 0.8347
H -0.888 -4.058 8.709 0.4951
N 2.013 -3.783 -1.528 0.7493
C 1.947 -2.978 -2.655 -0.7868
C 1.445 -3.820 -3.646 -0.5758
C 1.231 -5.048 -3.097 -1.0837
C 1.629 -5.084 -1.793 -0.6274
H 2.404 -3.629 -0.609 -0.1013
H 2.431 -2.013 -2.632 0.3597
H 1.375 -3.454 -4.659 0.7205
H 0.882 -5.974 -3.529 0.3919
H 1.696 -5.826 -1.011 0.8666
N 4.132 2.799 -2.471 0.6336
C 4.768 3.230 -1.329 -0.8640
C 5.302 2.071 -0.680 -0.0026
C 4.956 0.978 -1.405 -0.8310
C 4.162 1.390 -2.477 -1.4092
H 3.691 3.426 -3.129 0.1325
H 4.927 4.296 -1.260 0.3960
H 5.901 2.117 0.218 0.3501
H 5.167 -0.051 -1.157 0.6471
H 3.638 0.798 -3.213 0.9305
N -6.854 -3.600 -0.571 0.2066
C -6.134 -2.997 -1.535 -0.8200
C -5.886 -1.693 -1.155 0.2743
C -6.416 -1.599 0.079 -0.4738
C -7.180 -2.719 0.399 -1.0864
H -7.183 -4.552 -0.643 0.2337
H -5.829 -3.572 -2.397 0.3196
H -5.346 -0.972 -1.751 0.4336
H -6.311 -0.707 0.678 0.4682
H -7.604 -2.981 1.357 0.4263
N -0.822 9.509 1.077 -0.0418
C -0.748 8.364 1.890 -1.3431
C -0.698 7.257 1.065 0.6055
C -0.959 7.655 -0.219 -0.2877
C -0.997 9.067 -0.244 -1.2499
H -0.634 10.467 1.334 0.2252
H -0.612 8.468 2.956 0.6556
H -0.530 6.309 1.554 0.3073
H -1.138 7.040 -1.089 0.7037
H -1.128 9.778 -1.046 0.4230
N -6.564 2.930 -2.163 0.0205
C -6.721 3.686 -3.340 -0.6643
C -5.659 3.385 -4.232 -1.4926
C -4.791 2.445 -3.588 0.5162
C -5.343 2.215 -2.292 -0.7064
H -7.269 2.696 -1.478 0.2693
H -7.634 4.251 -3.456 0.4757
H -5.592 3.694 -5.265 0.4725
H -3.836 2.040 -3.889 0.6756
H -4.985 1.591 -1.486 0.5033
N -1.893 -2.407 -6.773 0.9276
C -1.083 -3.523 -6.972 -0.6872
C -0.908 -3.745 -8.369 -0.9488
C -1.686 -2.726 -9.003 -0.8255
C -2.158 -1.860 -7.996 -0.5378
H -2.381 -2.166 -5.922 -0.2058
H -0.702 -4.173 -6.199 0.6721
H -0.268 -4.450 -8.880 0.4981
H -1.704 -2.346 -10.014 0.5104
H -2.705 -0.931 -8.055 0.7386
C 7.282 5.988 1.934 0.1731
Cl 5.836 6.450 2.888 -0.0177
Cl 8.079 7.557 1.312 -0.1188
Cl 8.487 5.223 3.020 -0.0763
Cl 6.871 4.927 0.626 -0.0077
C 2.896 7.201 6.230 0.2881
Cl 2.648 5.680 7.047 -0.0693
Cl 4.492 7.848 6.775 -0.1173
Cl 2.958 7.060 4.502 -0.0362
Cl 1.620 8.333 6.752 -0.1022
C -5.241 -1.715 -4.876 0.0101
C -5.271 -1.032 -6.272 -0.2575
O -6.592 -0.713 -6.624 -0.6108
H -5.530 -0.993 -4.112 0.1247
H -4.191 -1.905 -4.652 -0.1328
H -5.705 -2.699 -4.804 0.0537
H -4.672 -1.608 -6.978 0.3441
H -4.737 -0.084 -6.217 0.1520
H -7.036 -0.055 -6.084 0.3532
C 4.799 -1.850 1.173 1.2749
C 5.721 -2.519 0.165 -0.9500
O 4.924 -3.344 -0.676 -0.3045
H 4.351 -2.638 1.780 -0.0537
H 4.075 -1.182 0.707 -0.0915
H 5.414 -1.334 1.910 -0.7666
H 6.427 -3.170 0.680 0.4747
H 6.305 -1.837 -0.454 0.4657
H 5.406 -3.788 -1.378 0.1825
C -1.138 6.105 6.005 -0.7206
C -0.179 5.549 4.843 0.3133
O -0.939 4.712 3.968 0.0911
H -2.042 6.437 5.496 0.2952
H -0.703 6.934 6.564 0.2956
H -1.409 5.239 6.609 -0.1267
H 0.706 5.078 5.270 0.2349
H 0.337 6.325 4.278 -0.1586
H -1.705 5.165 3.608 -0.1480
C -4.316 -5.054 1.595 -0.0057
C -4.119 -6.470 2.088 0.0197
O -5.212 -6.817 2.899 -0.5860
H -5.250 -4.914 1.051 0.0916
H -3.525 -4.611 0.991 -0.0808
H -4.445 -4.322 2.393 0.0989
H -3.223 -6.441 2.709 -0.1006
H -3.921 -7.242 1.345 0.3794
H -5.176 -7.688 3.302 0.3000
C 1.456 5.483 -3.322 -0.0074
C 2.895 5.561 -3.856 -0.7284
O 3.245 4.356 -4.501 -0.4747
H 1.081 6.430 -2.934 0.4580
H 1.435 4.753 -2.512 -0.3150
H 0.705 5.104 -4.015 0.0347
H 3.605 5.821 -3.072 0.2740
H 2.999 6.412 -4.529 0.4890
H 4.067 4.521 -4.969 0.1818
```

Computed properties:
HOMO ... -0.32123 Ha
Charge ... +1
Lowest unoccupied orbital energy ... -0.0548 Eh
Maximum force ... 5.7 eV Å⁻¹

***

Entry 2:
C11H10BF6N7O4S2Yb as an isolated structure at a distorted geometry. Source: the Open Molecules 2025 dataset; level of theory: the ωB97M-V functional and the def2-TZVPD basis.

XYZ file:
```
42
Properties=species:S:1:pos:R:3:nbo_charge:R:1
Yb -0.638 0.475 0.567 2.0052
C -2.528 -3.323 1.507 -0.3236
C -2.117 -2.571 0.410 0.0286
N -1.175 -1.700 0.769 -0.4642
N -0.990 -1.849 2.118 -0.3401
C -1.787 -2.831 2.565 0.0380
B 0.214 -1.163 2.847 0.5147
N -0.126 0.356 3.193 -0.3655
C -0.454 0.839 4.409 0.0409
C -0.260 2.201 4.424 -0.3229
C 0.193 2.505 3.138 0.0331
N 0.299 1.405 2.404 -0.4533
N 1.430 -1.163 1.898 -0.3251
C 2.638 -1.711 2.102 0.0441
C 3.433 -1.461 1.003 -0.3296
C 2.620 -0.723 0.146 0.0238
N 1.416 -0.545 0.679 -0.4440
H -3.255 -4.114 1.530 0.2576
H -2.455 -2.606 -0.614 0.2401
H -1.758 -3.123 3.602 0.2411
H 0.445 -1.753 3.860 0.0050
H -0.766 0.167 5.192 0.2420
H -0.421 2.876 5.246 0.2588
H 0.432 3.464 2.705 0.2406
H 2.841 -2.245 3.015 0.2424
H 4.452 -1.766 0.843 0.2566
H 2.845 -0.318 -0.828 0.2306
F -4.382 2.106 0.975 -0.2442
C -3.213 1.580 0.857 0.7432
F -3.203 0.248 1.066 -0.2842
F -2.373 2.050 1.800 -0.2909
S -2.347 1.942 -0.826 2.1644
O -1.882 0.557 -1.187 -0.9685
O -1.148 2.628 -0.320 -0.9089
N -3.223 2.717 -1.768 -1.0968
S -4.585 1.927 -2.364 2.1865
O -5.506 2.920 -2.777 -0.8415
O -4.937 0.863 -1.472 -0.9171
C -3.932 1.126 -3.943 0.7558
F -2.638 1.373 -4.106 -0.3021
F -4.614 1.617 -4.955 -0.2782
F -4.120 -0.182 -3.852 -0.2925
```

Computed properties:
HOMO (spin up / spin down) ... -0.47463 / -0.47461 Ha
⟨S²⟩ ... 0.7508
Charge ... +1
Lowest unoccupied orbital energy (spin up / spin down) ... -0.1106 / -0.1635 Eh
Multiplicity ... 2
Maximum force ... 2.5 eV Å⁻¹
ΔE to the lowest compared entry with this formula, charge and spin ... 7.0 kcal/mol

***

The highest maximum force belongs to which entry? C114H173BCl8N21O13

***

Among the records above, which one has the highest maximum force? C114H173BCl8N21O13

***

Which of these has the lowest maximum force? C11H10BF6N7O4S2Yb